Density functional theory data (ωB97M-V with the def2-TZVPD basis set) for a cluster of 2 separate species, C4H10N2 in total.

Summary:
Multiplicity: 1
Structure (SMILES): [H]/N=C/NC.C=C
LUMO energy: 1.0 eV
Total energy: -267.87177 hartree
Charge: 0
HOMO-LUMO gap: 9.791 eV
HOMO: -0.3222 hartree

Structure (XYZ):
```
16
Properties=species:S:1:pos:R:3:lowdin_charge:R:1
C -1.633 -0.293 -0.525 -0.377
H -0.282 1.101 -1.118 0.116
H 3.159 -0.112 -1.082 0.043
C 2.543 -0.364 -0.234 -0.083
H -2.806 -1.632 0.199 0.032
H 2.762 0.165 0.680 0.043
H -0.828 2.556 0.804 0.077
H 0.233 1.226 1.324 0.070
C -0.743 1.472 0.897 -0.101
H -1.607 -0.681 -1.556 0.123
C 1.587 -1.266 -0.306 -0.092
H 0.969 -1.518 0.539 0.049
N -0.932 0.853 -0.391 -0.077
N -2.274 -0.804 0.440 0.061
H 1.374 -1.796 -1.221 0.048
H -1.524 1.092 1.551 0.066
```

---

Density functional theory data (ωB97M-V with the def2-TZVPD basis set) for a cluster of 2 separate species, C4H10N2 in total in a non-equilibrium geometry.

Summary:
Multiplicity: 1
LUMO energy: 1.0 eV
Total energy: -267.73776 hartree
Charge: 0
HOMO-LUMO gap: 10.266 eV
HOMO: -0.3397 hartree

Structure (XYZ):
```
16
Properties=species:S:1:pos:R:3:lowdin_charge:R:1
H -1.288 -0.176 -1.587 0.081
N 2.431 -0.585 -0.261 0.015
H -3.049 -0.346 -0.905 0.072
C -2.029 0.027 -0.766 -0.105
H -1.155 -1.697 0.370 0.108
C 0.196 0.035 0.490 -0.333
H -1.954 1.112 -0.690 0.062
H -1.616 -0.367 1.384 0.085
H 0.744 -0.588 1.904 0.203
C -1.217 -0.585 0.388 -0.261
H 2.358 -1.134 0.658 0.073
H 1.533 1.971 0.811 0.074
H 0.472 2.195 -0.479 0.088
C 0.902 1.396 0.165 -0.058
N 1.131 0.040 -0.535 -0.145
H 2.541 -1.298 -0.945 0.041
```

---

Density functional theory data (ωB97M-V with the def2-TZVPD basis set) for a cluster of 2 separate species, C4H10N2 in total in a non-equilibrium geometry.

Summary:
Multiplicity: 1
Structure (SMILES): [H]/N=C/N.C=CC
LUMO energy: 0.9 eV
Total energy: -267.87243 hartree
Charge: 0
HOMO-LUMO gap: 10.365 eV
HOMO: -0.3471 hartree

Structure (XYZ):
```
16
Properties=species:S:1:pos:R:3:lowdin_charge:R:1
H -3.371 -1.608 0.193 0.078
H 0.942 1.263 -0.774 0.069
C 2.809 1.644 -2.680 -0.029
H 1.877 2.025 -3.103 0.058
H 4.010 0.877 -1.137 0.095
N -3.728 -0.588 2.347 0.057
H -2.919 -2.426 2.997 0.110
H 1.954 0.016 -0.069 0.069
H -4.032 -0.318 3.274 0.031
N -2.931 -2.144 0.922 0.042
C 1.947 1.052 -0.419 -0.126
C -3.185 -1.715 2.211 -0.393
H -2.036 -2.521 0.656 0.075
H 3.575 1.618 -3.450 0.046
H 2.075 1.636 0.491 0.068
C 3.014 1.188 -1.458 -0.249
```

---

Density functional theory data (ωB97M-V with the def2-TZVPD basis set) for a cluster of 2 separate species, C4H10N2 in total in a non-equilibrium geometry.

Summary:
Multiplicity: 1
Structure (SMILES): C=CN.C=CN
LUMO energy: 0.9 eV
Total energy: -267.83275 hartree
Charge: 0
HOMO-LUMO gap: 8.797 eV
HOMO: -0.2887 hartree

Structure (XYZ):
```
16
Properties=species:S:1:pos:R:3:lowdin_charge:R:1
H -2.359 -1.238 -1.394 0.075
C -2.508 -0.614 1.064 -0.051
C 2.619 0.072 -0.150 -0.299
N 2.673 0.166 1.236 0.017
H -3.377 -1.261 1.005 0.037
H 1.367 1.738 -0.530 0.044
C 1.825 0.835 -0.907 -0.045
H -1.691 1.120 0.061 0.092
N -2.395 -0.248 -1.321 0.041
H 1.711 0.565 -1.949 0.036
H -1.977 0.373 -1.987 0.073
H 3.181 -0.777 -0.524 0.100
H 1.854 0.457 1.743 0.077
H -1.812 -0.711 1.887 0.030
H 3.032 -0.613 1.765 0.074
C -2.145 0.136 0.000 -0.300
```

---

Density functional theory data (ωB97M-V with the def2-TZVPD basis set) for a structure of composition C4H10N2 in a non-equilibrium geometry.

Summary:
Multiplicity: 1
LUMO energy: 1.1 eV
Total energy: -267.83220 hartree
Charge: 0
HOMO-LUMO gap: 9.640 eV
HOMO: -0.3124 hartree

Structure (XYZ):
```
16
Properties=species:S:1:pos:R:3:lowdin_charge:R:1
H -0.229 1.573 -2.384 0.079
H -1.493 -1.994 0.920 0.105
C -0.784 -1.161 0.872 -0.369
N 0.318 -1.310 1.765 0.004
N -0.474 -0.855 -0.447 0.034
H -0.775 1.090 0.969 0.122
H 1.322 0.746 -2.432 0.078
H 0.589 2.276 -0.131 0.074
C 0.141 0.259 -0.725 -0.429
H 1.192 -1.566 1.325 0.081
C 0.323 1.304 0.273 -0.057
H -1.281 0.022 1.286 0.126
H 0.105 -1.871 2.578 0.071
H -0.175 -0.150 -2.799 0.073
C 0.267 0.624 -2.175 -0.052
H 0.955 1.012 1.105 0.060
```

---

Density functional theory data (ωB97M-V with the def2-TZVPD basis set) for a cluster of 2 separate species, C4H10N2 in total in a non-equilibrium geometry.

Summary:
Multiplicity: 1
Structure (SMILES): [H]/N=C\C.[H]/N=C\C
LUMO energy: 1.0 eV
Total energy: -267.82534 hartree
Charge: 0
HOMO-LUMO gap: 10.463 eV
HOMO: -0.3483 hartree

Structure (XYZ):
```
16
Properties=species:S:1:pos:R:3:lowdin_charge:R:1
N 1.006 1.455 -0.943 0.091
H 2.467 0.588 1.542 0.059
H 0.888 -0.615 -0.873 0.113
N -1.272 1.422 0.800 0.061
H -1.441 -1.283 -1.201 0.038
H 1.082 -0.252 1.719 0.050
H -2.852 -0.168 -0.958 0.038
H -1.492 2.177 0.170 0.038
H -0.922 -0.434 1.255 0.099
H 1.556 2.196 -0.606 0.033
C 1.828 -0.040 0.981 -0.069
H -1.317 0.363 -1.753 0.113
C -1.388 0.199 0.430 -0.327
C -1.829 -0.342 -0.947 -0.077
H 2.399 -0.925 0.856 0.058
C 1.185 0.349 -0.351 -0.316
```

---

Density functional theory data (ωB97M-V with the def2-TZVPD basis set) for an isolated molecule of C4H10N2 in a non-equilibrium geometry.

Summary:
Multiplicity: 1
Structure (SMILES): C[C@@]1(N)C[C@H]1N
LUMO energy: 1.0 eV
Total energy: -267.86431 hartree
Charge: 0
HOMO-LUMO gap: 9.504 eV
HOMO: -0.3116 hartree

Structure (XYZ):
```
16
Properties=species:S:1:pos:R:3:lowdin_charge:R:1
H 2.416 -0.015 -0.667 0.062
H 0.430 -1.373 -1.256 0.085
H 1.196 -1.208 1.219 0.128
N 1.923 0.879 -0.522 0.025
H 0.433 1.790 0.578 0.123
N -1.843 0.453 0.485 0.048
C -0.619 -1.091 -0.951 -0.048
H 1.492 1.026 -1.450 0.069
C 0.454 -0.351 1.339 -0.034
H 0.205 -0.033 2.351 0.094
H -1.131 -0.779 -1.837 0.058
H -1.126 -2.035 -0.703 0.081
C 0.708 0.766 0.356 -0.329
H -1.775 1.102 1.275 0.070
C -0.525 -0.078 0.175 -0.546
H -2.237 0.947 -0.392 0.115
```

---

Density functional theory data (ωB97M-V with the def2-TZVPD basis set) for a cluster of 3 separate species, C4H10N2 in total in a non-equilibrium geometry.

Summary:
Multiplicity: 1
LUMO energy: -3.7 eV
Total energy: -267.60502 hartree
Charge: 0
HOMO-LUMO gap: 3.456 eV
HOMO: -0.2614 hartree

Structure (XYZ):
```
16
Properties=species:S:1:pos:R:3:lowdin_charge:R:1
C -0.559 -1.659 0.366 -0.098
C 2.503 -0.134 -1.636 -0.153
C -0.608 1.569 -0.205 0.084
H -1.257 -0.867 0.050 -0.019
H 2.371 -0.194 -2.693 0.042
H 0.216 1.070 1.763 0.103
N 2.033 -1.127 -0.872 0.088
H -2.591 0.753 1.464 0.000
H -0.500 -2.422 -0.439 0.026
N -1.720 0.836 1.856 0.124
H -0.997 -2.125 1.288 0.041
C -0.650 1.206 1.114 -0.358
H 0.359 -1.045 0.506 -0.032
H 2.637 0.847 -1.176 0.042
H 0.341 1.650 -0.780 0.056
H -1.579 1.644 -0.608 0.054
```

---

Density functional theory data (ωB97M-V with the def2-TZVPD basis set) for an isolated molecule of C4H10N2 in a non-equilibrium geometry.

Summary:
Multiplicity: 1
Structure (SMILES): C1CNCCN1
LUMO energy: 1.1 eV
Total energy: -267.76246 hartree
Charge: 0
HOMO-LUMO gap: 9.166 eV
HOMO: -0.2954 hartree

Structure (XYZ):
```
16
Properties=species:S:1:pos:R:3:lowdin_charge:R:1
C -0.869 -1.005 -0.285 -0.429
H -0.754 -0.711 -1.476 0.186
H 1.584 1.646 -0.237 0.153
C -1.378 0.200 0.243 -0.294
H 0.165 -1.206 1.034 0.084
H 0.843 0.980 1.435 0.138
N -0.575 1.247 -0.256 -0.051
H -1.591 -1.754 0.005 0.123
H 2.419 -0.604 0.287 0.149
C 0.775 0.888 0.289 -0.284
H -2.487 0.482 0.078 0.150
C 1.383 -0.314 -0.170 -0.233
H -1.155 0.066 1.372 0.146
H -0.443 1.567 -1.193 0.103
H 1.773 -0.146 -1.198 0.115
N 0.308 -1.338 0.072 -0.054
```

---

Density functional theory data (ωB97M-V with the def2-TZVPD basis set) for an isolated molecule of C4H10N2 in a non-equilibrium geometry.

Summary:
Multiplicity: 1
Structure (SMILES): N[C@H]1C[C@H](N)C1
LUMO energy: 1.2 eV
Total energy: -267.87181 hartree
Charge: 0
HOMO-LUMO gap: 10.316 eV
HOMO: -0.3337 hartree

Structure (XYZ):
```
16
Properties=species:S:1:pos:R:3:lowdin_charge:R:1
C 0.780 0.555 -0.388 -0.153
N 1.526 -0.747 1.629 0.012
C -0.864 -0.425 0.617 -0.091
H 1.418 -1.638 2.118 0.050
C 0.622 -0.730 0.381 -0.380
H 2.506 -0.891 1.256 0.080
H 1.305 0.548 -1.409 0.130
H 0.800 -1.589 -0.221 0.117
H -1.161 -0.034 1.619 0.115
H -1.508 -1.299 0.266 0.121
N -1.360 0.568 -1.717 0.031
H -1.241 1.356 -2.357 0.075
H -1.030 1.690 0.059 0.122
H -2.353 0.516 -1.650 0.052
H 1.280 1.363 0.216 0.121
C -0.721 0.758 -0.421 -0.401
```

---

Density functional theory data (ωB97M-V with the def2-TZVPD basis set) for a cluster of 2 separate species, C4H10N2 in total in a non-equilibrium geometry.

Summary:
Multiplicity: 1
LUMO energy: 0.9 eV
Total energy: -267.72496 hartree
Charge: 0
HOMO-LUMO gap: 9.274 eV
HOMO: -0.3065 hartree

Structure (XYZ):
```
16
Properties=species:S:1:pos:R:3:lowdin_charge:R:1
H -0.708 -1.735 -0.905 0.113
H 1.619 1.748 -0.664 0.179
H 1.660 -0.695 -1.700 0.123
C -0.354 -0.864 1.077 -0.075
H -1.469 0.879 -1.321 0.100
H -0.610 1.902 0.084 0.042
C -0.760 -0.853 -0.338 -0.334
H -2.491 0.378 0.008 0.051
H -0.727 -0.264 1.916 0.084
N 1.706 -0.539 -0.599 -0.001
H 0.354 -1.722 1.687 0.162
C 0.475 1.564 0.252 -0.065
N -1.828 0.116 -0.674 0.009
H 1.769 -1.497 -0.277 0.041
C 0.431 -0.026 -0.020 -0.561
H 0.933 1.608 1.474 0.132
```

---

Density functional theory data (ωB97M-V with the def2-TZVPD basis set) for a cluster of 2 separate species, C4H10N2 in total in a non-equilibrium geometry.

Summary:
Multiplicity: 1
Structure (SMILES): C=CN.C=CN
LUMO energy: 0.6 eV
Total energy: -267.76256 hartree
Charge: 0
HOMO-LUMO gap: 7.357 eV
HOMO: -0.2475 hartree

Structure (XYZ):
```
16
Properties=species:S:1:pos:R:3:lowdin_charge:R:1
H -0.868 0.665 0.751 0.077
C -1.554 -0.170 0.937 -0.308
H 1.416 2.190 -2.080 0.046
C -1.679 -0.735 2.216 -0.082
H 1.800 -1.058 0.416 0.078
H -3.272 -0.675 -0.158 0.100
N -2.326 -0.336 -0.152 0.096
H 0.338 0.430 -0.889 0.055
H -2.078 -0.065 2.977 0.015
N 1.951 -0.844 -0.566 0.034
H 2.966 -0.849 -0.645 0.078
C 1.421 0.413 -0.916 -0.321
H -1.951 -0.164 -1.077 0.091
H 3.064 1.436 -1.758 0.050
C 1.988 1.429 -1.556 -0.019
H -1.215 -1.666 2.501 0.009
```

---

Density functional theory data (ωB97M-V with the def2-TZVPD basis set) for an isolated molecule of C4H10N2O in a non-equilibrium geometry.

Summary:
Multiplicity: 1
Structure (SMILES): C[C@H](CN)NC=O
LUMO energy: 0.8 eV
Total energy: -343.13715 hartree
Charge: 0
HOMO-LUMO gap: 10.192 eV
HOMO: -0.3462 hartree

Structure (XYZ):
```
17
Properties=species:S:1:pos:R:3:lowdin_charge:R:1
N 2.365 0.393 0.653 0.004
H 2.977 0.080 -0.082 0.062
C 1.085 0.743 0.042 -0.253
H 1.109 -0.963 -1.206 0.134
C -1.905 0.333 -0.503 -0.283
H 1.167 -1.702 1.249 0.076
H -0.261 -2.522 0.323 0.120
H 0.423 1.129 0.822 0.106
C 0.427 -0.564 -0.457 -0.387
H -0.816 -0.233 -2.196 0.147
H 1.092 1.489 -0.648 0.077
H -0.553 -1.040 1.506 0.089
H 2.834 1.178 1.080 0.068
H -2.722 0.514 -1.214 0.120
N -0.835 -0.306 -1.157 0.027
O -1.834 0.901 0.614 -0.026
C 0.178 -1.469 0.748 -0.082
```

---

Density functional theory data (ωB97M-V with the def2-TZVPD basis set) for a cluster of 3 separate species, C4H10N2O in total in a non-equilibrium geometry.

Summary:
Multiplicity: 1
LUMO energy: 0.9 eV
Total energy: -342.95895 hartree
Charge: 0
HOMO-LUMO gap: 7.568 eV
HOMO: -0.2465 hartree

Structure (XYZ):
```
17
Properties=species:S:1:pos:R:3:lowdin_charge:R:1
H -2.016 -1.253 -0.108 0.072
O 1.891 -1.061 -0.744 -0.056
H 2.386 -0.239 -0.866 0.091
H 0.345 -1.753 0.357 0.109
H 1.318 1.607 0.899 0.071
C -0.876 0.329 -0.977 -0.285
H -1.345 1.682 -1.628 0.167
H -0.519 -0.163 -1.873 0.109
H 2.308 -0.929 1.717 0.082
C 0.031 1.116 -0.320 -0.296
H -2.295 0.320 0.655 0.085
N 1.527 -0.334 1.436 -0.020
C -2.120 -0.183 -0.296 -0.098
N 0.595 2.025 0.262 0.177
C 0.904 -0.825 0.221 -0.363
H -2.988 -0.012 -0.935 0.073
H 0.855 -0.327 2.199 0.083
```